[1]
{"formula": "C36H66N10O12", "method": "ωB97M-V/def2-TZVPD", "smiles": "O=[N+]([O-])c1ccccc1.O=[N+]([O-])c1ccccc1.CN(C)C=O.CN(C)C=O.CN(C)C=O.CN(C)C=O.CN(C)C=O.CN(C)C=O.CN(C)C=O.CN(C)C=O", "multiplicity": 1, "lumo_energy_ev": -0.9679, "energy_ev": -77846.811, "homo_lumo_gap_ev": 7.68, "total_charge": 0, "symbols": ["O", "N", "O", "C", "C", "C", "C", "C", "C", "H", "H", "H", "H", "H", "O", "N", "O", "C", "C", "C", "C", "C", "C", "H", "H", "H", "H", "H", "C", "N", "C", "C", "O", "H", "H", "H", "H", "H", "H", "H", "C", "N", "C", "C", "O", "H", "H", "H", "H", "H", "H", "H", "C", "N", "C", "C", "O", "H", "H", "H", "H", "H", "H", "H", "C", "N", "C", "C", "O", "H", "H", "H", "H", "H", "H", "H", "C", "N", "C", "C", "O", "H", "H", "H", "H", "H", "H", "H", "C", "N", "C", "C", "O", "H", "H", "H", "H", "H", "H", "H", "C", "N", "C", "C", "O", "H", "H", "H", "H", "H", "H", "H", "C", "N", "C", "C", "O", "H", "H", "H", "H", "H", "H", "H"], "coordinates": [[3.13737, 5.22973, 4.35965], [2.57437, 4.21173, 4.73165], [1.86337, 4.08973, 5.77865], [2.31837, 3.13873, 3.80565], [1.70537, 1.74173, 4.41465], [1.37237, 0.56673, 3.33865], [1.94637, 0.76173, 1.97165], [2.67337, 1.84173, 1.54565], [2.85937, 3.14873, 2.35165], [1.21237, 1.86673, 5.29365], [0.71037, -0.29227, 3.68365], [1.61037, -0.06827, 1.34765], [3.20837, 1.58573, 0.52865], [3.56537, 3.88773, 2.02265], [-2.10863, 0.95173, 8.12865], [-1.63163, 1.27673, 7.02065], [-0.49463, 1.65573, 6.88865], [-2.34963, 0.80173, 5.79565], [-1.81063, 1.33073, 4.46965], [-2.65863, 0.95073, 3.16765], [-3.84863, -0.01927, 3.19365], [-4.25463, -0.43127, 4.48865], [-3.60963, -0.12427, 5.73565], [-1.00663, 2.19473, 4.57165], [-2.18063, 1.31173, 2.09565], [-4.61063, -0.20827, 2.26065], [-5.32863, -1.07727, 4.59265], [-4.17763, -0.34627, 6.67065], [4.52337, -2.15727, 0.37565], [4.15437, -2.72227, 1.55565], [2.81137, -3.01927, 1.78565], [5.08737, -3.08527, 2.45065], [4.72137, -3.43227, 3.62365], [5.26237, -1.38127, 0.48965], [3.74137, -1.55527, -0.01535], [4.83837, -2.94927, -0.30335], [2.43037, -2.13627, 2.28065], [2.74337, -3.75627, 2.64665], [2.18137, -3.17627, 0.97565], [6.15337, -3.28427, 2.24965], [-0.70163, -3.69427, -6.00635], [0.44337, -3.21627, -5.33835], [0.89137, -1.87527, -5.78135], [0.89137, -3.97327, -4.38335], [1.87637, -3.44827, -3.68835], [-0.90163, -4.72027, -6.15535], [-0.68663, -3.31427, -6.99835], [-1.47963, -3.23327, -5.49535], [1.04337, -1.17327, -4.97535], [0.15937, -1.42727, -6.43335], [1.66737, -1.81827, -6.33435], [0.40937, -4.89727, -4.19035], [4.51537, 0.51573, -5.56735], [4.29237, 0.34273, -4.22435], [4.22737, -1.12027, -3.70135], [4.14037, 1.38373, -3.37835], [3.97637, 1.26173, -2.13735], [4.24137, 1.38473, -5.86735], [4.12237, -0.31627, -6.11635], [5.61037, 0.74873, -5.43935], [4.14337, -2.01127, -4.28635], [3.28137, -1.15527, -3.04535], [5.18137, -1.04927, -3.01335], [4.17137, 2.38673, -3.81735], [-3.08763, 4.31573, 1.99665], [-4.15163, 3.61173, 1.22965], [-5.52363, 3.78673, 1.79665], [-3.93163, 2.64773, 0.25265], [-4.95763, 2.02773, -0.14335], [-3.56063, 5.27373, 2.22265], [-2.23863, 4.76573, 1.45365], [-2.93663, 3.97873, 2.84465], [-6.24463, 4.08973, 0.99665], [-5.65763, 4.40173, 2.60065], [-5.74063, 2.70773, 2.10865], [-3.02563, 2.45273, -0.05135], [-2.81063, -4.81227, 4.15065], [-1.52063, -4.63627, 3.54665], [-0.77663, -5.83527, 3.04765], [-1.07963, -3.35827, 3.43465], [-0.04663, -3.10027, 2.71365], [-3.23563, -5.81827, 4.33665], [-3.78463, -4.52927, 3.31865], [-2.93763, -4.16427, 5.11565], [-1.18663, -6.18727, 2.26865], [-0.83363, -6.70327, 3.73765], [0.22637, -5.77627, 2.92165], [-1.64063, -2.44627, 3.70765], [-1.82863, 0.36873, -3.87535], [-3.28263, 0.31973, -3.63435], [-3.74863, -0.18227, -2.29935], [-4.05163, 0.47373, -4.73235], [-5.29563, 0.32273, -4.71635], [-1.49663, 0.93873, -4.75235], [-1.39463, -0.63727, -3.51735], [-1.44563, 0.97573, -2.88235], [-4.60463, -0.50627, -2.20635], [-3.62563, 0.52873, -1.49235], [-3.10463, -0.98827, -1.98435], [-3.84163, 0.78073, -5.68235], [0.39737, -2.21327, -1.03035], [0.26737, -0.83927, -0.64435], [1.16337, 0.01673, -1.51835], [-0.79063, -0.46827, -0.00935], [-1.17563, 0.72973, -0.00635], [1.45537, -2.49227, -0.89235], [-0.01363, -2.50627, -2.00935], [-0.10763, -2.86427, -0.24435], [1.25737, -0.40127, -2.62335], [2.12637, -0.05527, -1.11435], [0.70437, 1.02673, -1.53335], [-1.39663, -1.21727, 0.46365], [0.31837, 3.67873, -3.11135], [0.94737, 4.18773, -1.82435], [0.16437, 4.07573, -0.58735], [2.24237, 4.61573, -1.81935], [2.82437, 4.99273, -0.72335], [-0.73063, 3.52973, -2.96835], [0.85637, 2.97073, -3.54035], [0.33937, 4.40873, -3.95235], [0.43137, 3.18173, -0.27035], [-0.67963, 4.28273, -1.10535], [0.34137, 4.75573, 0.02865], [2.61037, 4.61373, -2.79035]], "lowdin_charge": [0.080, -0.366, 0.019, -0.067, 0.106, 0.016, -0.148, -0.074, 0.080, -0.013, 0.094, 0.062, 0.124, 0.079, 0.051, -0.357, 0.069, -0.075, 0.028, -0.024, -0.107, -0.177, -0.014, 0.124, 0.111, 0.150, 0.159, 0.102, -0.088, -0.223, -0.062, -0.260, -0.060, 0.099, 0.066, 0.107, 0.073, 0.117, 0.049, 0.144, -0.063, -0.155, 0.018, -0.249, -0.100, 0.091, 0.085, 0.081, 0.080, 0.095, 0.019, 0.132, -0.081, -0.205, 0.013, -0.304, -0.052, 0.017, 0.097, 0.133, 0.060, 0.070, 0.127, 0.137, -0.021, -0.145, -0.030, -0.264, -0.044, 0.090, 0.102, -0.021, 0.103, 0.043, 0.106, 0.053, -0.114, -0.170, 0.014, -0.247, -0.074, 0.067, 0.147, 0.109, 0.015, 0.113, 0.056, 0.133, -0.064, -0.146, 0.024, -0.317, -0.029, 0.086, 0.087, 0.111, -0.003, 0.068, 0.084, 0.099, -0.078, -0.157, -0.001, -0.343, -0.064, 0.077, 0.078, 0.107, 0.111, 0.026, 0.078, 0.135, -0.017, -0.136, 0.020, -0.257, -0.057, 0.075, 0.016, 0.099, 0.046, 0.063, 0.021, 0.100]}



[2]
{"formula": "C3H7N2S", "method": "ωB97M-V/def2-TZVPD", "multiplicity": 1, "lumo_energy_ev": -4.0817, "energy_ev": -17031.449, "homo_lumo_gap_ev": 9.99, "total_charge": 1, "symbols": ["C", "C", "C", "N", "N", "S", "H", "H", "H", "H", "H", "H", "H"], "coordinates": [[-1.32222, 1.08011, 0.66000], [-0.82708, -0.17120, 0.49589], [-0.52953, 2.00008, -0.08063], [0.37926, 1.48711, -0.80333], [1.09035, -2.30961, -0.29783], [0.49498, -0.27233, -0.58003], [-2.10506, 1.42239, 1.37947], [-1.02276, -1.02589, 1.15471], [-0.64312, 3.30864, 0.22277], [1.02095, 2.11011, -1.31463], [1.54487, -2.56996, -1.09320], [0.18398, -2.80289, -0.26611], [1.73538, -2.25657, 0.52291]], "lowdin_charge": [-0.134, -0.317, -0.207, -0.203, -0.076, 1.081, 0.139, 0.104, 0.242, 0.151, 0.019, 0.090, 0.109]}



[3]
{"formula": "C4H6N2O", "method": "ωB97M-V/def2-TZVPD", "smiles": "Nc1[nH]ccc1O", "multiplicity": 1, "lumo_energy_ev": 0.8643, "energy_ev": -9271.916, "homo_lumo_gap_ev": 8.46, "total_charge": 0, "symbols": ["N", "C", "N", "C", "C", "C", "O", "H", "H", "H", "H", "H", "H"], "coordinates": [[1.81259, 0.93126, -0.12036], [0.57745, 0.47708, 0.40695], [-0.46136, 1.31599, 0.09807], [-1.56006, 0.59782, -0.23386], [-1.26068, -0.74108, -0.05070], [0.08175, -0.81217, 0.38418], [0.85845, -1.92328, 0.59575], [1.72851, 0.62918, -1.08357], [2.55431, 0.40041, 0.30362], [-0.27112, 2.29379, -0.05861], [-2.45894, 1.09772, -0.54924], [-1.91894, -1.58113, -0.21373], [0.30644, -2.70785, 0.48088]], "lowdin_charge": [0.087, -0.334, 0.048, -0.122, -0.037, -0.307, 0.044, 0.088, 0.072, 0.153, 0.106, 0.098, 0.104]}



E_HOMO (eV)
-8.6526; -14.0694; -7.5926
Relative energy (zero: lowest compared OMol25 entry of this formula, charge and spin) (kcal per mole)
444.2; 48.9; 36.6